Below is C2H6N2 in the gas phase, with properties calculated with the ωB97M-V functional and the def2-TZVPD basis.

The value obtained for the HOMO-LUMO gap is 10.1 eV. The total energy is -5149.82097 eV. As for the structure (SMILES): [H]/N=C(/C)N. As for the energy above the lowest of the compared OMol25 structures with the same formula, charge and spin: 202.5 kJ/mol. The LUMO energy is 0.867 eV.

Last column: natural (NBO) charge in e.
Atoms and positions in Å:
H  1.337724  -1.337958  0.355691  0.29
N  1.441402  -0.173990  0.069304  -0.64
C  0.182693  0.023985  -0.018080  0.40
C  -0.617219  1.234847  -0.408738  -0.69
N  -0.647815  -1.007509  0.358964  -0.84
H  -0.210340  2.052362  -1.247394  0.25
H  -1.657632  1.042517  -0.636316  0.22
H  -0.454582  1.902083  0.613528  0.25
H  -1.650982  -0.992465  0.225155  0.38
H  -0.312145  -1.949041  0.252373  0.38

Cartesian forces, eV/Å:
H 1.8 4.1 -0.7
N -0.7 -3.5 0.3
C -0.3 -0.8 -0.8
C 2.5 4.7 1.1
N -2.0 -0.8 0.1
H -0.6 -2.8 2.1
H 0.0 -0.1 0.3
H -1.1 -1.4 -2.5
H 0.2 0.5 -0.1
H 0.3 0.0 0.1

Below is C2H6N2 in the gas phase, with properties calculated with the ωB97M-V functional and the def2-TZVPD basis.

The value obtained for the HOMO-LUMO gap (alpha / beta) is 9.3 / 9.3 eV. The total energy is -5145.65996 eV. As for the structure (SMILES): C/N=N/C. As for the energy above the lowest of the compared OMol25 structures with the same formula, charge and spin: 604.0 kJ/mol. The LUMO energy (alpha / beta) is -0.120 / -0.122 eV.

Last column: natural (NBO) charge in e.
Atoms and positions in Å:
C  1.046923  -0.050066  -1.541109  -0.51
N  0.054376  -0.465182  -0.713962  -0.15
N  0.022753  0.420742  0.786459  -0.16
C  -1.056804  0.082908  1.507281  -0.52
H  0.665609  -0.006577  -2.520000  0.22
H  1.895018  -0.904064  -1.636880  0.22
H  1.382854  0.926580  -1.263786  0.21
H  -0.719311  -0.294593  2.479323  0.23
H  -1.641481  -0.816988  1.009526  0.22
H  -1.649938  1.107239  1.893148  0.23

Cartesian forces, eV/Å:
C 3.1 -1.0 0.0
N -2.9 0.9 6.0
N 3.1 -0.9 -6.2
C -3.7 -0.9 1.3
H -0.7 0.0 -1.5
H -1.4 1.9 0.5
H 1.0 0.5 0.1
H 0.2 -0.1 0.2
H 0.4 2.1 1.0
H 1.0 -2.6 -1.4

Below is C2H6N2O in the gas phase, with properties calculated with the ωB97M-V functional and the def2-TZVPD basis.

The value obtained for the HOMO-LUMO gap is 10.7 eV. The total energy is -7198.28812 eV. As for the structure (SMILES): NCNC=O. As for the energy above the lowest of the compared OMol25 structures with the same formula, charge and spin: 144.7 kJ/mol. The LUMO energy is 0.761 eV.

Last column: natural (NBO) charge in e.
Atoms and positions in Å:
N  0.483916  -1.461948  0.878739  -0.82
C  -0.355943  -0.340785  0.460242  -0.07
N  -0.210608  0.075675  -0.911246  -0.62
C  0.317937  1.338226  -1.078351  0.52
O  1.308688  1.753844  -0.408801  -0.61
H  1.218717  -1.102268  1.451837  0.36
H  -0.046632  -1.992869  1.511137  0.35
H  -0.239910  0.594786  1.151122  0.19
H  -1.472360  -0.618871  0.559155  0.18
H  -0.995838  -0.168770  -1.554483  0.39
H  -0.007962  1.922977  -2.059354  0.13

Cartesian forces, eV/Å:
N -0.1 1.1 -0.9
C -2.0 0.5 1.9
N -1.0 1.4 -0.9
C 3.6 1.1 -0.9
O -3.6 -0.9 -1.6
H 0.8 0.3 0.0
H -0.9 -1.1 0.8
H 0.0 -1.6 -1.3
H 1.7 0.1 0.1
H 1.1 0.4 0.9
H 0.3 -1.1 1.9

Below is a molecular structure, C2H6N2O, with properties calculated with the ωB97M-V functional and the def2-TZVPD basis.

The value obtained for the HOMO-LUMO gap is 8.9 eV. The total energy is -7195.17087 eV. As for the energy above the lowest of the compared OMol25 structures with the same formula, charge and spin: 445.4 kJ/mol. The LUMO energy is 0.135 eV.

Last column: natural (NBO) charge in e.
Atoms and positions in Å:
C  0.709720  0.036650  0.014090  0.43
C  -0.695452  -0.735253  0.247587  -0.14
H  1.285584  1.803092  0.015916  0.39
H  -0.489593  1.947288  0.129189  0.46
H  1.890101  -1.630469  0.039630  0.36
H  -0.694807  -1.834076  0.039724  0.19
H  -1.121053  -0.797174  1.415236  0.15
H  -2.531830  -0.086255  0.562163  0.47
N  0.421993  1.237664  0.155234  -0.79
N  1.878537  -0.563973  -0.205056  -0.79
O  -1.815965  0.009172  -0.427895  -0.72

Cartesian forces, eV/Å:
C -1.2 -9.7 0.1
C -1.2 -0.7 2.3
H -0.9 -0.1 0.3
H 2.9 -3.9 -0.1
H -0.7 2.7 -0.9
H 0.2 1.0 -0.7
H 2.2 0.5 -2.5
H 2.8 0.8 -5.5
N 0.0 11.0 -0.2
N -1.8 -0.1 1.3
O -2.2 -1.6 5.9

Below is 2 unconnected molecules or ions with the total composition C2H6N2O, with properties calculated with the ωB97M-V functional and the def2-TZVPD basis.

The value obtained for the HOMO-LUMO gap is 9.5 eV. The total energy is -7195.89795 eV. As for the energy above the lowest of the compared OMol25 structures with the same formula, charge and spin: 375.3 kJ/mol. The LUMO energy is 0.906 eV.

Last column: natural (NBO) charge in e.
Atoms and positions in Å:
C  1.707798  1.449445  0.981444  -0.47
C  -1.237103  -1.234393  -0.535974  -0.26
N  1.974721  1.009402  -0.139653  0.07
N  2.387990  0.552034  -1.080624  -0.06
O  -1.747219  0.009192  0.066518  -0.72
H  -2.660736  -0.205228  0.071991  0.46
H  1.269547  2.389877  1.024585  0.23
H  1.551166  0.584200  1.611529  0.23
H  -0.202257  -1.301332  -0.314764  0.18
H  -1.387958  -1.169897  -1.596442  0.17
H  -1.655947  -2.083299  -0.088610  0.17

Cartesian forces, eV/Å:
C -0.9 -0.7 3.2
C 0.2 2.4 0.3
N 2.1 -1.1 -3.8
N -0.3 -0.2 -0.8
O 1.3 -1.4 -0.5
H -1.5 0.5 0.3
H -0.7 1.4 0.5
H -0.2 0.6 0.9
H 1.1 0.2 0.0
H -0.1 -0.3 -0.6
H -1.1 -1.3 0.5

Below is C2H6N2O in the gas phase, with properties calculated with the ωB97M-V functional and the def2-TZVPD basis.

The value obtained for the HOMO-LUMO gap is 10.1 eV. The total energy is -7198.12214 eV. As for the structure (SMILES): NCC(N)=O. As for the energy above the lowest of the compared OMol25 structures with the same formula, charge and spin: 160.7 kJ/mol. The LUMO energy is 0.851 eV.

Last column: natural (NBO) charge in e.
Atoms and positions in Å:
N  0.530493  -1.280570  -0.570582  -0.83
C  0.484656  -0.484207  0.616864  -0.29
C  -0.687836  0.412607  0.342234  0.65
N  -0.256737  1.433378  -0.437650  -0.83
O  -1.895165  0.231472  0.772594  -0.62
H  -0.265383  -0.973327  -1.196907  0.37
H  0.506292  -2.344973  -0.414278  0.38
H  0.351600  -1.012201  1.446601  0.21
H  1.461405  0.162973  0.547176  0.16
H  0.665532  1.785772  -0.199419  0.40
H  -0.894858  2.069076  -0.906632  0.40

Cartesian forces, eV/Å:
N -1.1 -2.8 -2.0
C 1.7 3.3 -3.4
C -4.0 0.4 2.8
N -0.4 0.9 -0.4
O 4.6 0.5 -2.2
H 1.5 -1.2 0.7
H -0.3 2.5 -0.3
H -0.2 -2.0 3.7
H -1.6 -1.1 1.1
H -0.3 -0.2 -0.6
H 0.0 -0.2 0.6

Below is a molecular structure, C2H6N2O, with properties calculated with the ωB97M-V functional and the def2-TZVPD basis.

The value obtained for the HOMO-LUMO gap is 10.1 eV. The total energy is -7197.37206 eV. As for the energy above the lowest of the compared OMol25 structures with the same formula, charge and spin: 233.1 kJ/mol. The LUMO energy is 0.250 eV.

Last column: natural (NBO) charge in e.
Atoms and positions in Å:
C  1.121255  1.003706  0.743074  -0.44
C  -0.131281  -0.841993  -0.347664  0.75
H  0.631197  1.561102  1.548534  0.20
H  1.788085  0.172455  1.070316  0.23
H  1.916335  1.762733  0.311061  0.20
H  -0.842601  1.123872  -0.048929  0.35
H  -2.226077  -0.341845  -1.103714  0.39
H  -1.666860  -2.046764  -0.860685  0.40
N  0.247459  0.452701  -0.382611  -0.59
N  -1.325381  -1.054454  -1.058499  -0.87
O  0.487870  -1.791512  0.129117  -0.63

Cartesian forces, eV/Å:
C 3.0 0.0 -1.9
C -1.1 -2.2 0.2
H -0.3 -0.7 -0.2
H -0.8 0.5 0.3
H -1.8 -1.3 0.4
H 4.1 -2.7 -2.2
H 3.7 -2.2 0.4
H 0.7 2.0 -0.5
N -3.5 6.1 3.7
N -3.6 -0.6 0.4
O -0.3 1.3 -0.6

Below is C2H6N2O in the gas phase, with properties calculated with the ωB97M-V functional and the def2-TZVPD basis.

The value obtained for the HOMO-LUMO gap is 10.4 eV. The total energy is -7199.33170 eV. As for the structure (SMILES): NCC(N)=O. As for the energy above the lowest of the compared OMol25 structures with the same formula, charge and spin: 44.0 kJ/mol. The LUMO energy is 1.002 eV.

Last column: natural (NBO) charge in e.
Atoms and positions in Å:
N  0.478239  1.195209  -0.964827  -0.85
C  0.817989  0.183531  0.020479  -0.30
C  -0.491485  -0.229901  0.675947  0.67
N  -0.945074  -1.491803  0.402948  -0.82
O  -1.092143  0.527167  1.404686  -0.61
H  1.277235  1.686718  -1.336702  0.37
H  -0.249542  1.837523  -0.669218  0.38
H  1.510618  0.530610  0.786381  0.19
H  1.262510  -0.674728  -0.488292  0.18
H  -0.635758  -1.964009  -0.432416  0.39
H  -1.932584  -1.600318  0.601012  0.40

Cartesian forces, eV/Å:
N -0.2 0.0 -0.5
C -0.3 0.0 -0.2
C 0.4 -0.1 0.0
N -0.5 0.0 -0.2
O -0.2 0.1 0.1
H -0.1 0.1 0.1
H 0.4 -0.1 0.2
H 0.0 0.0 0.3
H 0.1 0.0 0.0
H 0.2 0.1 0.1
H 0.2 -0.1 0.1